Entry 1:
C16H17NO | ωB97M-V/def2-TZVPD

```
35
C16H17NO (ωB97M-V/def2-TZVPD)
C 0.18 -0.40 3.03
H -2.26 -0.67 -3.54
H 0.18 2.81 4.10
H -2.14 -0.52 5.54
C 0.42 -1.46 2.09
H 2.37 0.99 -4.06
H 0.67 2.74 -1.46
H 1.57 -1.10 -5.23
H -1.67 -2.21 -5.27
C -1.36 -0.08 4.92
C -0.69 -0.91 4.01
C -0.82 0.89 -3.04
C 0.48 1.31 -3.13
H 0.44 3.41 -3.06
C -0.24 -2.55 2.55
C 0.48 0.96 3.09
C 0.92 2.60 -2.51
C -1.32 -0.18 -3.78
C -0.44 -0.85 -4.60
H 1.04 1.44 2.30
H 0.94 -1.93 0.02
O -0.71 -2.04 -5.22
C 1.36 0.61 -3.96
H -0.28 -3.56 2.20
C 0.88 -0.42 -4.73
C 1.22 -1.28 0.85
C -0.98 1.23 4.99
N -0.99 -2.21 3.67
H 0.99 -0.37 0.35
H -1.48 -2.88 4.22
C -0.01 1.75 4.11
H -1.49 1.51 -2.51
H 2.29 -1.33 0.99
H 1.99 2.79 -2.56
H -1.55 1.90 5.63
```

Total charge ... 0
Electronic energy ... -20405.1244 eV
Energy above the lowest of the compared OMol25 structures with the same formula, charge and spin ... 16.2 kcal/mol
Gap between HOMO and LUMO ... 8.59 eV

Entry 2:
C16H17NO | ωB97M-V/def2-TZVPD

```
35
C16H17NO (ωB97M-V/def2-TZVPD)
N -0.35 -1.51 0.70
C -0.86 -0.35 0.16
O 4.96 1.09 0.19
C 2.92 1.08 -1.06
C 1.47 3.02 -1.00
H -0.38 3.78 -0.28
C -2.19 -0.48 -0.09
C 3.62 3.04 0.15
C 1.80 1.77 -1.51
H 2.29 4.69 0.02
H 4.36 3.53 0.77
H 0.25 4.66 -1.74
C -2.54 -1.81 0.34
H -0.27 0.53 -0.09
C 0.15 3.70 -1.23
H -2.63 -5.31 1.97
C -2.57 -4.33 1.53
C -1.37 -2.42 0.84
H -4.59 -4.43 0.95
C -3.73 -2.55 0.35
H -0.41 -3.98 1.89
C -1.37 -3.65 1.50
C 2.46 3.65 -0.25
H -3.29 1.36 -0.13
C -3.11 0.49 -0.77
H 0.51 -1.53 1.22
H -4.04 0.03 -1.06
H -2.66 0.90 -1.67
C 3.83 1.72 -0.25
C -3.72 -3.80 0.93
H 5.03 0.23 -0.25
H 3.09 0.04 -1.28
H -0.51 3.06 -1.81
H 1.06 1.19 -2.05
H -4.65 -2.11 0.00
```

Total charge ... 0
Electronic energy ... -20405.4772 eV
Energy above the lowest of the compared OMol25 structures with the same formula, charge and spin ... 8.1 kcal/mol
Gap between HOMO and LUMO ... 8.48 eV

Entry 3:
C16H17NO | ωB97M-V/def2-TZVPD

```
35
C16H17NO (ωB97M-V/def2-TZVPD)
H -2.81 0.93 4.42
C 3.37 -0.22 -3.27
C 2.09 0.49 -3.23
C -2.19 -0.12 2.57
H -3.19 0.87 0.86
C -0.08 -0.65 3.39
H 3.36 -1.25 -3.74
H 3.97 -0.34 -2.31
C -0.92 -0.80 2.27
H 2.62 -2.61 2.40
H 1.47 -2.35 0.36
C -3.29 0.07 1.60
H 1.51 -1.39 4.64
O -1.79 1.90 -3.13
H 0.40 3.29 -2.17
H -0.84 -1.44 0.14
C -0.53 1.39 -3.09
H -0.42 0.00 5.29
C -0.35 -1.42 1.06
C -0.32 0.08 -3.51
C 1.65 -1.94 2.48
H 4.30 0.42 -3.77
C -2.07 0.39 3.82
C 0.48 2.29 -2.73
N -0.76 0.07 4.33
H 1.13 -1.13 -4.19
C 1.83 1.77 -2.72
H -2.49 1.19 -3.22
C 0.98 -0.31 -3.60
H 2.67 2.38 -2.49
H -4.18 0.26 2.21
C 1.16 -1.34 3.61
H -1.33 -0.44 -3.77
H -3.23 -0.85 0.99
C 0.97 -1.89 1.19
```

Total charge ... 0
Electronic energy ... -20403.2807 eV
Energy above the lowest of the compared OMol25 structures with the same formula, charge and spin ... 58.7 kcal/mol
Gap between HOMO and LUMO ... 8.71 eV

Entry 4:
C16H18BNO4 | ωB97M-V/def2-TZVPD

```
40
C16H18BNO4 (ωB97M-V/def2-TZVPD)
H -0.63 -0.65 0.38
C -1.73 4.23 -3.15
C -1.63 -1.25 2.63
N 1.61 -1.09 -1.20
C 1.52 0.30 -1.38
C -0.24 -1.46 2.33
C 0.04 -2.42 4.41
O 1.48 -4.36 0.45
H 2.15 -1.93 0.67
C 0.62 -1.96 3.27
H 0.68 -2.98 5.10
C 1.70 0.93 -2.78
H 1.00 -5.15 0.39
C -0.02 2.58 -2.86
H 1.87 -1.74 -1.91
C -0.18 4.48 -1.42
H -1.71 -2.84 5.51
C -1.28 4.92 -2.06
H 0.70 -0.03 1.21
H -1.91 5.76 -1.77
H 2.29 1.86 -2.72
B 0.65 -3.29 -0.02
C -2.14 -1.65 3.81
C -1.11 3.13 -3.59
H 1.67 -2.06 3.19
C -1.29 -2.31 4.64
H 2.23 0.21 -3.48
C 1.23 -1.76 0.15
O 1.30 1.04 -0.47
H -2.62 4.59 -3.66
O -0.49 -3.68 -0.58
C 0.38 3.27 -1.72
H -2.28 -0.88 1.84
H -3.20 -1.67 4.02
C 0.23 -0.98 1.00
H -0.80 -2.89 -1.02
O 0.54 1.49 -3.43
H -0.14 4.96 -0.39
H -1.60 2.46 -4.33
H 1.14 2.83 -1.06
```

Total charge ... 0
Electronic energy ... -27241.2591 eV
Energy above the lowest of the compared OMol25 structures with the same formula, charge and spin ... 41.8 kcal/mol
Gap between HOMO and LUMO ... 8.61 eV

Entry 5:
C16H18Br2Cl2I2N2S2V | ωB97M-V/def2-TZVPD

```
45
C16H18Br2Cl2I2N2S2V (ωB97M-V/def2-TZVPD)
C -0.25 0.52 -2.97
C -0.09 -0.92 -3.46
V -0.82 0.28 0.22
C -2.74 2.59 1.95
H 1.46 1.27 -4.06
C 1.09 1.27 -3.03
C -1.30 1.25 -3.82
Cl -3.05 1.03 1.12
C 1.50 -1.40 3.99
S 1.27 -0.89 -0.01
C 3.14 -2.84 2.97
Br -1.60 3.88 -0.98
H -3.91 -3.31 -1.18
H -1.03 -1.46 -3.40
H -1.46 2.26 -3.44
C -0.70 0.48 -1.55
C 1.73 -1.44 1.57
C 4.19 -3.82 3.06
N 5.03 -4.60 3.12
H 1.84 0.80 -2.39
H 3.23 -2.77 0.83
N 3.18 -3.13 6.49
H 1.09 5.16 0.47
C 1.56 4.42 -0.15
Cl -4.13 3.05 2.93
C 2.89 -2.79 5.43
I -1.97 -2.36 0.37
C 2.74 -2.39 1.72
I -4.93 -0.89 -2.62
H 0.66 -1.46 -2.87
Br 1.81 2.74 0.57
C 1.09 -0.94 2.73
H 0.95 2.30 -2.71
H -1.83 0.36 -1.43
H 1.01 -1.01 4.87
H 1.94 4.60 -1.14
H 0.23 -0.91 -4.51
H -1.89 2.43 2.61
S -0.17 0.25 2.61
H -4.65 -2.26 0.11
H -2.55 3.32 1.16
H -2.25 0.71 -3.80
C 2.51 -2.34 4.12
C -3.88 -2.38 -0.64
H -0.95 1.31 -4.86
```

Spin multiplicity ... 4
Total charge ... -2
Electronic energy ... -248553.3731 eV
Energy above the lowest of the compared OMol25 structures with the same formula, charge and spin ... 24.2 kcal/mol
Gap between HOMO and LUMO (spin up / spin down) ... 5.76 / 6.96 eV

Entry 6:
C16H18BrNSc | ωB97M-V/def2-TZVPD

```
37
C16H18BrNSc (ωB97M-V/def2-TZVPD)
H -1.87 -1.17 -2.02
C 0.20 -0.46 -4.25
H 2.17 -2.90 1.52
H 2.70 1.31 -2.86
C 0.77 1.75 -3.91
C 1.49 -0.43 -3.64
C -2.01 -0.58 -1.11
C 1.11 -2.63 1.63
N 0.65 -0.14 1.88
H 0.75 2.84 -3.96
H 2.13 -1.30 -3.50
H 1.73 -2.06 4.35
C 1.35 -1.24 3.76
C 0.28 2.18 2.79
H 1.22 0.60 5.06
Sc -0.23 0.39 -0.05
C -2.27 -0.02 1.11
C -2.38 0.80 -1.05
H -2.57 1.45 -1.91
H -1.13 1.18 -4.99
C 1.80 0.96 -3.37
H 0.83 2.74 3.56
H 0.62 -3.44 2.18
H 0.63 -2.55 0.65
C -0.23 0.87 -4.46
C -1.93 -1.08 0.23
C 0.67 0.76 2.93
C -2.55 1.15 0.33
C 1.02 -1.38 2.39
H -0.32 -1.38 -4.54
H -2.34 -0.09 2.20
H 0.54 2.57 1.80
C 1.11 0.11 4.10
H -0.80 2.33 3.02
Br 1.36 -1.17 -1.12
H -1.69 -2.10 0.53
H -2.84 2.12 0.73
```

Total charge ... -1
Electronic energy ... -109118.1084 eV
Energy above the lowest of the compared OMol25 structures with the same formula, charge and spin ... 15.8 kcal/mol
Gap between HOMO and LUMO ... 4.73 eV